(1)
C17H45AlO9P3 as an isolated structure at a distorted geometry. Source: the Open Molecules 2025 dataset; level of theory: ωB97M-V/def2-TZVPD.

Cartesian coordinates (Å):
C -3.14 3.93 1.59
C -3.38 4.75 0.32
C -2.10 5.50 -0.07
C -3.85 3.91 -0.88
C -4.84 2.77 -0.55
Al -4.03 0.99 0.01
P -1.71 0.83 -0.63
O -1.37 -0.66 -0.73
H -2.51 4.49 2.30
H -4.08 3.75 2.10
H -2.63 2.98 1.41
H -4.17 5.47 0.54
H -2.32 6.16 -0.91
H -1.69 6.08 0.76
H -1.34 4.79 -0.39
H -2.99 3.55 -1.45
H -4.36 4.62 -1.55
H -5.58 3.07 0.20
H -5.41 2.54 -1.46
H -4.78 -0.27 -0.66
H -4.19 0.83 1.61
H -0.86 1.37 0.39
H -1.40 1.41 -1.89
O 0.70 -2.55 -5.57
P 1.98 -2.26 -4.92
O 1.97 -0.87 -4.16
C 1.09 -0.70 -3.02
C 1.50 -1.54 -1.83
O 3.02 -1.91 -6.12
C 2.58 -1.91 -7.48
C 1.98 -0.57 -7.88
O 3.08 -3.07 -4.07
C 2.89 -4.48 -3.84
C 2.70 -5.27 -5.12
H 0.06 -0.94 -3.31
H 1.13 0.36 -2.76
H 1.32 -2.60 -2.01
H 0.91 -1.25 -0.96
H 2.57 -1.41 -1.62
H 1.88 -2.72 -7.66
H 3.46 -2.12 -8.09
H 1.30 -0.20 -7.13
H 1.43 -0.67 -8.83
H 2.76 0.17 -8.01
H 2.04 -4.63 -3.17
H 3.78 -4.82 -3.31
H 1.83 -4.93 -5.68
H 2.54 -6.33 -4.88
H 3.57 -5.18 -5.77
O 0.88 -1.51 5.96
P 0.78 -0.38 5.03
O 1.92 0.71 5.35
C 3.29 0.34 5.19
C 3.68 0.12 3.74
O -0.51 0.47 5.47
C -1.33 0.06 6.57
C -0.81 0.59 7.89
O 0.58 -0.14 3.48
C 0.31 -1.28 2.61
C -0.88 -2.10 3.05
H 3.50 -0.56 5.78
H 3.88 1.16 5.61
H 3.23 -0.79 3.34
H 4.76 0.02 3.64
H 3.35 0.95 3.12
H -1.43 -1.03 6.59
H -2.32 0.46 6.37
H 0.27 0.46 7.98
H -1.29 0.07 8.72
H -1.01 1.65 7.98
H 1.20 -1.92 2.57
H 0.14 -0.89 1.61
H -0.75 -2.49 4.06
H -1.02 -2.94 2.38
H -1.79 -1.49 3.05

Results
highest occupied orbital energy: -4.935 eV
charge: -1
F_max: 4.501 eV/Å
calculated total energy: -2618.61088 hartree
spin multiplicity: 1

(2)
A 6-piece molecular cluster, C17H45B3F3O9P overall at a distorted geometry. Source: the Open Molecules 2025 dataset; level of theory: ωB97M-V/def2-TZVPD.

Cartesian coordinates (Å):
C 4.42 -1.75 -1.89
P 3.54 -0.60 -3.00
O 3.40 0.69 -1.96
B 1.79 -1.38 -3.03
O 1.59 -2.76 -3.09
B 0.38 -3.22 -2.59
O -0.74 -2.43 -2.86
B -0.48 -1.11 -2.58
C -1.48 -0.32 -1.59
F -1.05 0.91 -1.26
F -1.60 -1.01 -0.45
F -2.72 -0.17 -2.10
O 0.67 -0.53 -3.06
H 3.87 -1.89 -0.95
H 4.49 -2.73 -2.38
H 5.42 -1.36 -1.68
H 3.03 1.45 -2.42
H 0.31 -4.15 -1.86
C -3.36 3.33 -3.87
C -3.55 4.16 -2.61
C -2.22 4.45 -1.93
O -4.44 3.51 -1.71
H -2.91 2.37 -3.62
H -4.32 3.14 -4.35
H -2.71 3.84 -4.59
H -4.04 5.10 -2.87
H -1.75 3.51 -1.63
H -2.37 5.05 -1.03
H -1.53 4.98 -2.59
H -4.03 2.67 -1.47
C -6.96 0.11 -1.08
C -7.16 0.94 0.18
C -5.85 1.21 0.89
O -8.09 0.30 1.06
H -6.53 -0.86 -0.83
H -7.92 -0.07 -1.58
H -6.29 0.61 -1.78
H -7.63 1.89 -0.09
H -5.38 0.27 1.20
H -6.01 1.81 1.78
H -5.15 1.73 0.23
H -7.72 -0.55 1.32
C 5.53 1.76 1.20
C 5.54 0.24 1.22
C 4.95 -0.30 2.52
O 6.86 -0.26 1.02
H 6.14 2.16 2.02
H 5.94 2.13 0.26
H 4.52 2.15 1.31
H 4.96 -0.14 0.38
H 5.54 0.05 3.37
H 4.96 -1.39 2.52
H 3.92 0.05 2.66
H 7.41 0.06 1.75
C -1.00 -8.32 -0.56
C -1.50 -6.94 -0.17
C -2.98 -6.77 -0.46
O -0.74 -5.92 -0.81
H -1.12 -8.47 -1.64
H 0.06 -8.41 -0.33
H -1.54 -9.10 -0.04
H -1.33 -6.78 0.90
H -3.17 -6.88 -1.54
H -3.32 -5.78 -0.17
H -3.58 -7.52 0.06
H -0.86 -6.02 -1.76
C 3.97 5.33 4.19
C 4.04 3.81 4.21
C 3.42 3.23 5.47
O 5.39 3.37 4.06
H 4.52 5.75 5.03
H 4.41 5.72 3.27
H 2.94 5.68 4.26
H 3.52 3.41 3.34
H 3.96 3.59 6.35
H 3.48 2.14 5.46
H 2.38 3.52 5.57
H 5.89 3.70 4.81

Results
highest occupied orbital energy: -8.647 eV
charge: 0
F_max: 1.170 eV/Å
calculated total energy: -2067.65782 hartree
spin multiplicity: 1

(3)
C17H45F3O9Y as an isolated structure at a distorted geometry. Source: the Open Molecules 2025 dataset; level of theory: ωB97M-V/def2-TZVPD.

Cartesian coordinates (Å):
Y -0.45 -28.07 -0.85
C -2.72 -27.32 -3.41
O -3.21 -28.63 -3.57
O -1.79 -27.32 -2.46
C -2.15 -26.85 -4.74
F -3.11 -26.81 -5.68
F -1.64 -25.61 -4.61
F -1.15 -27.63 -5.16
C -4.61 -28.76 -3.82
C -4.94 -30.23 -3.83
H -6.02 -30.34 -3.95
H -4.45 -30.71 -4.67
H -4.69 -30.71 -2.88
H -4.89 -28.30 -4.77
H -5.17 -28.24 -3.03
H -3.53 -26.62 -3.14
C -3.29 -29.63 0.28
O -1.90 -29.37 0.29
H -3.87 -28.74 0.57
H -3.64 -29.92 -0.72
H -3.55 -30.42 1.00
C -6.43 -26.28 1.35
C -6.35 -27.42 2.33
O -7.13 -27.07 3.46
H -7.48 -26.09 1.10
H -5.88 -26.55 0.46
H -6.05 -25.38 1.85
H -5.29 -27.51 2.61
H -6.66 -28.39 1.92
H -7.23 -27.82 4.05
C -0.15 -28.59 3.85
C 0.36 -27.19 4.04
O -0.66 -26.28 3.57
H 0.60 -29.35 4.05
H -0.53 -28.76 2.83
H -0.99 -28.77 4.53
H 1.26 -27.03 3.43
H 0.63 -27.00 5.07
H -0.26 -25.40 3.48
C -1.05 -31.28 -3.91
C -1.18 -31.03 -2.43
O -0.08 -30.24 -1.89
H -1.97 -31.75 -4.27
H -0.21 -31.96 -4.14
H -0.89 -30.36 -4.47
H -1.30 -31.95 -1.85
H -2.11 -30.49 -2.23
H 0.74 -30.72 -2.10
C -2.44 -24.52 1.17
C -2.52 -25.95 0.69
O -1.26 -26.68 0.92
H -3.41 -24.05 1.00
H -1.71 -23.95 0.58
H -2.22 -24.40 2.23
H -2.74 -25.99 -0.37
H -3.31 -26.46 1.24
H -1.09 -26.64 1.91
C -5.04 -33.92 0.16
C -4.15 -33.11 -0.75
O -3.47 -33.90 -1.71
H -5.42 -33.28 0.97
H -4.48 -34.73 0.63
H -5.91 -34.31 -0.36
H -3.41 -32.57 -0.14
H -4.69 -32.30 -1.26
H -2.86 -34.47 -1.22
C 0.58 -33.22 2.78
C -0.07 -31.92 2.40
O -1.01 -32.17 1.34
H -0.19 -33.95 3.02
H 1.24 -33.06 3.63
H 1.16 -33.64 1.96
H 0.67 -31.19 2.04
H -0.60 -31.50 3.26
H -1.39 -31.32 1.10

Results
highest occupied orbital energy: -12.192 eV
charge: +1
F_max: 5.429 eV/Å
calculated total energy: -1689.63129 hartree
spin multiplicity: 1

(4)
C17H45NO18S3V as an isolated structure at a distorted geometry. Source: the Open Molecules 2025 dataset; level of theory: ωB97M-V/def2-TZVPD.

Cartesian coordinates (Å):
O 26.75 -15.82 0.65
V 27.84 -16.30 1.80
O 28.67 -17.56 1.26
C 31.38 -15.80 1.54
C 30.40 -14.84 0.86
C 30.17 -15.25 -0.59
O 29.22 -14.70 1.59
H 31.03 -16.83 1.45
H 31.48 -15.59 2.61
H 32.41 -15.73 1.17
H 30.87 -13.85 0.80
H 31.12 -15.29 -1.12
H 29.49 -14.57 -1.10
H 29.69 -16.24 -0.68
C 24.71 -14.02 3.36
C 26.19 -13.83 3.25
O 26.97 -14.84 3.39
O 26.62 -12.69 3.01
H 24.33 -13.98 4.38
H 24.42 -15.03 3.04
H 24.14 -13.33 2.74
C 26.52 -18.92 3.44
O 26.21 -17.71 2.77
H 26.54 -18.75 4.53
H 25.73 -19.65 3.24
H 27.46 -19.33 3.10
H 25.27 -17.50 2.93
C 23.52 -17.60 0.82
O 23.52 -17.47 2.24
H 24.01 -16.76 0.33
H 24.12 -18.45 0.49
H 22.50 -17.68 0.44
H 23.18 -18.31 2.56
O 30.42 -16.26 5.98
S 29.20 -16.69 5.34
O 29.08 -16.59 3.93
O 28.90 -18.20 5.81
C 29.45 -18.67 7.03
C 28.87 -20.08 7.28
C 27.86 -15.81 6.11
H 29.12 -18.09 7.89
H 30.53 -18.76 6.95
H 29.17 -20.69 6.42
H 27.78 -20.04 7.30
H 29.26 -20.56 8.17
H 27.98 -15.85 7.19
H 26.92 -16.26 5.81
H 27.90 -14.80 5.71
O 29.47 -19.41 -5.30
S 28.16 -19.81 -4.86
O 27.78 -21.20 -4.88
O 27.99 -19.25 -3.37
C 26.70 -19.43 -2.71
C 26.60 -18.44 -1.57
C 26.95 -18.82 -5.76
H 26.77 -20.45 -2.32
H 25.86 -19.45 -3.40
H 25.84 -18.77 -0.87
H 26.34 -17.46 -1.98
H 27.52 -18.43 -1.00
H 26.96 -17.80 -5.38
H 25.96 -19.25 -5.63
H 27.26 -18.85 -6.80
O 30.75 -22.57 0.24
S 29.63 -21.67 0.11
O 28.34 -22.07 -0.35
O 29.40 -21.00 1.59
C 30.54 -20.96 2.45
C 30.18 -19.96 3.54
C 30.12 -20.14 -0.75
H 31.44 -20.66 1.91
H 30.76 -21.95 2.84
H 29.94 -19.00 3.08
H 30.98 -19.77 4.26
H 29.34 -20.37 4.11
H 30.11 -20.36 -1.81
H 31.10 -19.86 -0.36
H 29.41 -19.39 -0.44
C 23.77 -14.18 -0.27
N 22.42 -14.57 0.24
O 21.54 -14.73 -0.58
O 22.33 -14.72 1.43
H 24.54 -14.59 0.38
H 23.84 -13.09 -0.24
H 23.91 -14.44 -1.31

Results
highest occupied orbital energy: -5.258 eV
charge: -1
F_max: 4.876 eV/Å
calculated total energy: -4222.33942 hartree
spin multiplicity: 1

(5)
C17H46F3HgN2O17S2Zn as an isolated structure at a distorted geometry. Source: the Open Molecules 2025 dataset; level of theory: ωB97M-V/def2-TZVPD.

Cartesian coordinates (Å):
Hg -1.64 -2.26 0.98
Zn -1.87 2.62 -0.51
S -0.52 0.47 -1.01
O 0.29 0.30 -2.21
O -0.15 1.72 -0.29
O -1.92 0.83 -1.32
O -0.46 -0.69 -0.13
C -3.21 1.51 3.71
F -3.86 2.64 3.81
F -1.92 1.70 4.00
F -3.65 0.59 4.55
S -3.37 0.88 1.94
O -4.79 0.80 1.70
O -2.78 1.92 1.10
O -2.63 -0.38 1.90
C -0.18 4.81 -0.10
C -0.52 4.95 -1.59
O -1.07 3.69 -2.05
O -1.36 4.31 0.59
H 0.08 5.78 0.30
H 0.60 4.06 -0.02
H 0.37 5.19 -2.17
H -1.25 5.73 -1.83
H -1.37 3.79 -2.96
H -1.58 4.97 1.27
C 1.28 1.48 -5.25
C 1.96 2.34 -4.17
O 2.39 1.58 -3.05
O -0.09 1.21 -4.99
H 1.78 0.51 -5.25
H 1.34 1.93 -6.24
H 1.22 3.12 -3.96
H 2.89 2.75 -4.57
H 1.62 1.03 -2.75
H -0.18 0.99 -4.06
C 2.74 -2.11 -1.60
C 3.24 -3.52 -1.32
O 2.41 -4.24 -0.39
O 1.59 -2.16 -2.37
H 3.51 -1.52 -2.11
H 2.61 -1.65 -0.61
H 4.25 -3.50 -0.89
H 3.40 -4.07 -2.25
H 2.32 -5.10 -0.82
H 1.09 -1.34 -2.21
C 1.20 -2.40 2.54
C 0.62 -3.81 2.33
O 0.03 -3.82 1.00
O 0.12 -1.47 2.52
H 1.98 -2.22 1.80
H 1.58 -2.27 3.55
H -0.16 -4.07 3.05
H 1.43 -4.53 2.34
H 0.77 -4.01 0.39
H 0.52 -0.55 2.58
C -1.78 -2.89 -2.50
C -3.13 -2.81 -1.80
C -3.50 -4.05 -1.05
O -2.45 -4.29 -0.13
C -2.66 -5.57 0.48
N -3.25 -1.73 -0.82
H -1.68 -2.09 -3.23
H -1.90 -3.81 -3.08
H -0.93 -3.07 -1.84
H -3.78 -2.67 -2.67
H -3.62 -4.80 -1.84
H -4.44 -3.91 -0.50
H -1.99 -5.68 1.33
H -2.43 -6.42 -0.16
H -3.69 -5.61 0.84
H -4.20 -1.55 -0.50
H -2.93 -0.86 -1.22
C 3.17 0.75 1.72
C 2.36 1.44 2.80
C 2.57 2.94 2.84
O 1.54 3.55 3.58
C 1.76 4.95 3.70
N 0.94 1.16 2.45
H 4.23 1.03 1.70
H 2.77 1.13 0.78
H 3.16 -0.34 1.73
H 2.48 1.01 3.80
H 2.53 3.29 1.79
H 3.62 3.20 3.03
H 2.63 5.17 4.32
H 0.89 5.39 4.18
H 1.93 5.44 2.74
H 0.74 1.50 1.51
H 0.37 1.69 3.11

Results
highest occupied orbital energy: -11.437 eV
charge: +1
F_max: 2.938 eV/Å
calculated total energy: -5092.43665 hartree
spin multiplicity: 1

(6)
A 7-piece molecular cluster, C17H46F6N4O7 overall at a distorted geometry. Source: the Open Molecules 2025 dataset; level of theory: ωB97M-V/def2-TZVPD.

Cartesian coordinates (Å):
N 1.16 3.16 -0.39
H 1.16 2.48 0.42
H 0.93 4.09 -0.07
H 0.56 2.76 -1.14
H 2.12 3.09 -0.74
N -0.43 -0.12 -0.57
H -0.23 0.40 -1.44
H -0.09 -1.09 -0.70
H -1.43 -0.09 -0.31
H 0.07 0.34 0.20
C -0.38 2.44 -3.68
O -1.80 2.35 -3.87
O 0.02 1.79 -2.57
C 0.34 2.11 -5.01
F 0.24 3.11 -5.92
F 1.68 1.97 -4.84
F -0.10 0.96 -5.53
C -2.52 3.24 -3.03
C -2.78 4.58 -3.67
H -1.95 5.14 -4.08
H -3.57 4.44 -4.42
H -3.30 5.23 -2.96
H -2.17 3.33 -2.00
H -3.43 2.66 -2.83
H -0.23 3.53 -3.58
C 2.35 0.92 2.14
O 3.39 0.52 1.28
O 1.18 1.09 1.50
C 2.24 -0.22 3.19
F 1.20 -0.10 4.03
F 2.09 -1.44 2.58
F 3.37 -0.36 3.95
C 4.77 0.71 1.58
C 5.48 0.01 0.43
H 4.94 0.40 -0.43
H 6.54 0.16 0.26
H 5.44 -1.08 0.50
H 5.05 0.29 2.55
H 5.03 1.77 1.67
H 2.65 1.86 2.64
C 2.83 -0.44 -2.29
O 1.62 -0.67 -2.98
H 3.27 0.48 -2.67
H 2.64 -0.27 -1.22
H 3.52 -1.28 -2.36
H 1.17 0.17 -3.14
C -0.64 -5.17 -0.50
C -0.64 -3.66 -0.18
C -0.20 -3.37 1.27
O -1.14 -3.73 2.26
C -0.62 -3.43 3.53
N 0.33 -2.98 -1.05
H -1.48 -5.60 0.06
H 0.25 -5.69 -0.14
H -0.65 -5.30 -1.58
H -1.66 -3.25 -0.23
H 0.11 -2.32 1.34
H 0.70 -3.99 1.43
H -0.16 -2.43 3.55
H 0.20 -4.08 3.84
H -1.39 -3.44 4.30
H 0.25 -3.28 -2.02
H 1.22 -3.40 -0.79
C -2.67 -0.66 4.16
C -2.20 -0.17 2.81
C -3.38 -0.12 1.80
O -2.89 -0.04 0.49
C -3.83 0.23 -0.54
N -1.50 1.12 2.96
H -1.90 -0.70 4.94
H -3.10 -1.66 4.12
H -3.35 0.07 4.62
H -1.44 -0.85 2.41
H -4.03 0.69 2.16
H -3.96 -1.03 1.99
H -3.31 0.24 -1.49
H -4.29 1.20 -0.35
H -4.57 -0.58 -0.58
H -0.63 1.13 2.42
H -2.07 1.83 2.51

Results
highest occupied orbital energy: -9.081 eV
charge: 0
F_max: 2.456 eV/Å
calculated total energy: -2020.16757 hartree
spin multiplicity: 1

Look up the highest occupied orbital energy of the fourth one.
-5.258 eV

Repeat the fifth record exactly.
C17H46F3HgN2O17S2Zn as an isolated structure at a distorted geometry. Source: the Open Molecules 2025 dataset; level of theory: ωB97M-V/def2-TZVPD.

Cartesian coordinates (Å):
Hg -1.64 -2.26 0.98
Zn -1.87 2.62 -0.51
S -0.52 0.47 -1.01
O 0.29 0.30 -2.21
O -0.15 1.72 -0.29
O -1.92 0.83 -1.32
O -0.46 -0.69 -0.13
C -3.21 1.51 3.71
F -3.86 2.64 3.81
F -1.92 1.70 4.00
F -3.65 0.59 4.55
S -3.37 0.88 1.94
O -4.79 0.80 1.70
O -2.78 1.92 1.10
O -2.63 -0.38 1.90
C -0.18 4.81 -0.10
C -0.52 4.95 -1.59
O -1.07 3.69 -2.05
O -1.36 4.31 0.59
H 0.08 5.78 0.30
H 0.60 4.06 -0.02
H 0.37 5.19 -2.17
H -1.25 5.73 -1.83
H -1.37 3.79 -2.96
H -1.58 4.97 1.27
C 1.28 1.48 -5.25
C 1.96 2.34 -4.17
O 2.39 1.58 -3.05
O -0.09 1.21 -4.99
H 1.78 0.51 -5.25
H 1.34 1.93 -6.24
H 1.22 3.12 -3.96
H 2.89 2.75 -4.57
H 1.62 1.03 -2.75
H -0.18 0.99 -4.06
C 2.74 -2.11 -1.60
C 3.24 -3.52 -1.32
O 2.41 -4.24 -0.39
O 1.59 -2.16 -2.37
H 3.51 -1.52 -2.11
H 2.61 -1.65 -0.61
H 4.25 -3.50 -0.89
H 3.40 -4.07 -2.25
H 2.32 -5.10 -0.82
H 1.09 -1.34 -2.21
C 1.20 -2.40 2.54
C 0.62 -3.81 2.33
O 0.03 -3.82 1.00
O 0.12 -1.47 2.52
H 1.98 -2.22 1.80
H 1.58 -2.27 3.55
H -0.16 -4.07 3.05
H 1.43 -4.53 2.34
H 0.77 -4.01 0.39
H 0.52 -0.55 2.58
C -1.78 -2.89 -2.50
C -3.13 -2.81 -1.80
C -3.50 -4.05 -1.05
O -2.45 -4.29 -0.13
C -2.66 -5.57 0.48
N -3.25 -1.73 -0.82
H -1.68 -2.09 -3.23
H -1.90 -3.81 -3.08
H -0.93 -3.07 -1.84
H -3.78 -2.67 -2.67
H -3.62 -4.80 -1.84
H -4.44 -3.91 -0.50
H -1.99 -5.68 1.33
H -2.43 -6.42 -0.16
H -3.69 -5.61 0.84
H -4.20 -1.55 -0.50
H -2.93 -0.86 -1.22
C 3.17 0.75 1.72
C 2.36 1.44 2.80
C 2.57 2.94 2.84
O 1.54 3.55 3.58
C 1.76 4.95 3.70
N 0.94 1.16 2.45
H 4.23 1.03 1.70
H 2.77 1.13 0.78
H 3.16 -0.34 1.73
H 2.48 1.01 3.80
H 2.53 3.29 1.79
H 3.62 3.20 3.03
H 2.63 5.17 4.32
H 0.89 5.39 4.18
H 1.93 5.44 2.74
H 0.74 1.50 1.51
H 0.37 1.69 3.11

Results
highest occupied orbital energy: -11.437 eV
charge: +1
F_max: 2.938 eV/Å
calculated total energy: -5092.43665 hartree
spin multiplicity: 1